Record 1
ORCA calculation (ωB97M-V/def2-TZVPD) on a structure of composition C4H7MgO4.

ORCA input file:
```
! wB97M-V def2-TZVPD RIJCOSX def2/J DEFGRID3
* xyz 0 2
O -0.8094 -0.1793 0.4137
C -0.9108 0.8031 -0.4000
O -0.6660 1.9363 0.3511
Mg -2.1234 1.1445 1.7466
O -1.5190 0.9690 -1.4424
C 1.9122 0.7674 1.0217
H 2.1682 0.3317 0.0459
H 2.8614 0.7859 1.5756
H 1.3771 0.1949 1.7913
C 0.6563 2.8264 -0.1316
C 1.7667 2.5107 0.7915
O 0.2193 4.1315 -0.1880
H 0.8501 2.5179 -1.1655
H 1.5429 2.9132 1.7911
H 2.7095 2.8506 0.3468
H -0.2382 4.3605 0.6290
*
```

The relative energy (zero: lowest compared OMol25 entry of this formula, charge and spin) comes out at 129.5 kJ/mol. The value obtained for the gap between HOMO and LUMO (spin up / spin down) is 0.2758 / 0.2904 hartree. The value obtained for the highest occupied orbital energy (spin up / spin down) is -0.2763 / -0.3389 Ha. The LUMO energy (spin up / spin down) comes out at -0.0005 / -0.0485 hartree.



Record 2
ORCA calculation (ωB97M-V/def2-TZVPD) on an isolated molecule of C3H5ClO2.

ORCA input file:
```
! wB97M-V def2-TZVPD RIJCOSX def2/J DEFGRID3
* xyz 0 1
C 1.5074 0.8578 0.5483
O 0.1354 0.6742 0.2675
C -0.1620 -0.5420 -0.2158
O 0.6827 -1.3876 -0.4257
C -1.6818 -0.5291 -0.3308
Cl -2.1157 -0.8161 -2.0419
H 2.1163 0.4260 -0.2630
H 1.8708 0.2764 1.4029
H 1.7139 1.9303 0.7242
H -2.0988 -1.3286 0.2785
H -1.9683 0.4386 0.0558
*
```

The relative energy (zero: lowest compared OMol25 entry of this formula, charge and spin) comes out at 57.8 kJ/mol. The value obtained for the gap between HOMO and LUMO is 0.4244 hartree. The structure (SMILES) is COC(=O)CCl. The value obtained for the highest occupied orbital energy is -0.3948 Ha. The LUMO energy comes out at 0.0296 hartree.



Record 3
ORCA calculation (ωB97M-V/def2-TZVPD) on a structure of composition C40H16BrF19GeN2PReS2.

ORCA input file:
```
! wB97M-V def2-TZVPD RIJCOSX def2/J DEFGRID3
* xyz 3 4
Re -0.8448 0.0110 0.2437
F -0.9961 -6.4981 2.3306
C -0.7247 -5.2176 2.3496
C 0.4317 -4.7486 2.9516
F 1.2729 -5.5831 3.5162
C 0.7079 -3.3824 2.9541
F 1.8268 -2.9835 3.5493
C -0.1417 -2.4601 2.3561
P 0.2100 -0.6831 2.3442
C 1.9566 -0.3549 2.4486
C 2.5268 -0.1921 3.7145
C 3.8954 -0.0213 3.8294
C 4.6961 -0.0150 2.6931
C 4.1282 -0.1776 1.4334
C 2.7619 -0.3490 1.3071
C -0.6398 0.0387 3.7408
C -1.6259 -0.6887 4.4107
C -2.2983 -0.1136 5.4788
C -1.9864 1.1782 5.8780
C -0.9968 1.8996 5.2170
C -0.3253 1.3369 4.1456
C -1.3016 -2.9720 1.7727
Br -2.6027 -1.7977 0.9896
C -1.6066 -4.3113 1.7571
F -2.7176 -4.7502 1.1942
H 1.9147 -0.2182 4.6115
H 4.3382 0.1019 4.8091
H 5.7659 0.1176 2.7874
H 4.7544 -0.1612 0.5490
H 2.3347 -0.4542 0.3158
H -1.8557 -1.7078 4.1258
H -3.0533 -0.6798 6.0083
H -2.5019 1.6199 6.7211
H -0.7372 2.8944 5.5576
H 0.4676 1.8867 3.6562
C -0.3788 4.1993 1.4957
N -1.4330 4.1789 0.4854
C -1.7969 5.2486 -0.3065
C -2.8408 4.8475 -1.0695
N -3.0831 3.5378 -0.7366
C -2.2302 3.1413 0.2091
S -2.3259 1.6051 1.0532
H 0.2091 5.1018 1.3600
H 0.2645 3.3329 1.3646
H -0.8232 4.1943 2.4888
H -1.2897 6.1970 -0.2457
H -3.4228 5.3730 -1.8075
H -3.8034 2.9528 -1.1398
F -1.3632 0.9154 -5.4219
C -0.1291 1.4147 -5.4147
C 0.7309 1.1356 -4.3580
C 2.0041 1.6897 -4.3819
F 2.8240 1.4553 -3.3409
C 2.4353 2.4751 -5.4290
F 3.6536 2.9837 -5.4326
C 1.5614 2.7255 -6.4803
F 1.9535 3.4735 -7.4839
C 0.2716 2.2016 -6.4757
F -0.5475 2.4572 -7.4698
Ge 0.2641 0.0093 -2.9028
S 0.4440 1.3381 -0.9813
C 1.4870 -1.4346 -2.4871
C 1.2745 -2.1567 -1.3403
F 0.1002 -1.8783 -0.6344
C 2.0712 -3.1683 -0.8729
F 1.7792 -3.8162 0.2465
C 3.1929 -3.4971 -1.6288
F 3.9890 -4.4552 -1.2203
C 3.4512 -2.8244 -2.8120
F 4.4976 -3.1468 -3.5336
C 2.5975 -1.8099 -3.2336
F 2.8712 -1.2099 -4.3761
C -1.6019 -0.5123 -2.6749
C -2.5583 0.4914 -2.5616
F -2.1600 1.7732 -2.6301
C -3.9060 0.2377 -2.4011
F -4.7592 1.2397 -2.2790
C -4.3425 -1.0810 -2.3656
F -5.6137 -1.3493 -2.2154
C -3.4184 -2.1178 -2.4856
F -3.8243 -3.3657 -2.4431
C -2.0765 -1.8230 -2.6352
F -1.2328 -2.8438 -2.7418
*
```

The relative energy (zero: lowest compared OMol25 entry of this formula, charge and spin) comes out at 0.0 kJ/mol. The value obtained for the gap between HOMO and LUMO (spin up / spin down) is 0.2325 / 0.2110 hartree. The value obtained for the highest occupied orbital energy (spin up / spin down) is -0.6019 / -0.6018 Ha. The LUMO energy (spin up / spin down) comes out at -0.3694 / -0.3908 hartree.



Record 4
ORCA calculation (ωB97M-V/def2-TZVPD) on an isolated molecule of C6H10IN.

ORCA input file:
```
! wB97M-V def2-TZVPD RIJCOSX def2/J DEFGRID3
* xyz 0 1
C 0.9003 2.8312 0.5856
C 1.1635 1.6587 0.4201
N 1.2227 0.3895 0.3495
I 3.4328 -0.5214 -0.3506
C 0.2833 -0.4529 -0.3865
C 0.2802 -0.2414 -1.9099
C -1.0888 -0.3772 0.2590
C -1.3854 -1.0913 1.6453
H 0.9254 3.8059 0.9498
H 0.5294 -1.4668 -0.3217
H 1.2231 -0.5941 -2.3255
H -0.3495 -1.0016 -2.3017
H 0.2786 0.7755 -2.1792
H -1.7761 -0.7412 -0.4580
H -1.0906 0.6915 0.3424
H -1.0137 -0.3827 2.4097
H -2.4818 -1.1533 1.6232
H -1.0536 -2.1281 1.6486
*
```

The relative energy (zero: lowest compared OMol25 entry of this formula, charge and spin) comes out at 348.3 kJ/mol. The value obtained for the gap between HOMO and LUMO (spin up / spin down) is 0.2617 / 0.2453 hartree. The structure (SMILES) is C#CN(I)[C@H](C)CC. The value obtained for the highest occupied orbital energy (spin up / spin down) is -0.3302 / -0.3156 Ha. The LUMO energy (spin up / spin down) comes out at -0.0685 / -0.0703 hartree.



Record 5
ORCA calculation (ωB97M-V/def2-TZVPD) on an isolated molecule of C25H30N2O5.

ORCA input file:
```
! wB97M-V def2-TZVPD RIJCOSX def2/J DEFGRID3
* xyz 0 1
C 2.7520 3.4319 -2.5802
C 1.2936 3.8711 -2.4835
O 0.7357 3.6317 -1.2070
C 0.4443 2.3604 -0.8281
C 0.4392 1.2463 -1.6513
C 0.0997 -0.0016 -1.1531
C -0.2165 -0.1603 0.1829
C -0.5959 -1.5243 0.7148
C -1.7613 -2.0800 -0.0585
C -2.9389 -1.4616 -0.3567
O -3.8213 -2.0171 -1.1716
C -3.2689 -0.1184 0.1584
C -3.3433 0.1208 1.5262
C -3.6145 1.3944 1.9911
C -3.7908 2.4389 1.0981
C -3.7227 2.2019 -0.2643
C -3.4772 0.9257 -0.7360
C -1.3760 -3.3122 -0.6936
O -2.0757 -3.9855 -1.4426
C 0.0628 -3.5759 -0.2818
O 0.7602 -4.5236 -0.5655
N 0.4279 -2.5306 0.5017
C 1.7221 -2.4536 1.1316
C 2.6685 -1.4787 0.4282
C 4.0473 -1.4687 1.0842
N 4.9907 -0.6570 0.3338
C 6.3585 -0.9558 0.7047
C 4.7239 0.7609 0.4576
C -0.2162 0.9501 1.0213
C 0.0955 2.2063 0.5339
O 0.1038 3.3489 1.2713
C -0.2765 3.2757 2.6223
H 2.8467 2.3570 -2.4476
H 3.1525 3.7037 -3.5528
H 3.3350 3.9255 -1.8068
H 0.6898 3.3989 -3.2687
H 1.2241 4.9556 -2.6037
H 0.6912 1.3338 -2.6955
H 0.1011 -0.8564 -1.8123
H -0.8053 -1.4481 1.7915
H -3.4543 -2.8849 -1.4917
H -3.2108 -0.6964 2.2194
H -3.6893 1.5722 3.0545
H -3.9873 3.4358 1.4637
H -3.8647 3.0137 -0.9613
H -3.4272 0.7324 -1.7964
H 1.5881 -2.1556 2.1776
H 2.1413 -3.4635 1.0981
H 2.7799 -1.7740 -0.6153
H 2.2348 -0.4803 0.4569
H 4.4312 -2.4918 1.1006
H 3.9578 -1.1247 2.1322
H 6.5562 -2.0120 0.5294
H 6.5755 -0.7272 1.7606
H 7.0311 -0.3706 0.0794
H 3.7294 0.9864 0.0788
H 4.7919 1.1146 1.4996
H 5.4490 1.3095 -0.1415
H -0.4671 0.8174 2.0617
H -0.2363 4.2986 2.9931
H -1.2945 2.8878 2.7310
H 0.4144 2.6554 3.2036
*
```

The relative energy (zero: lowest compared OMol25 entry of this formula, charge and spin) comes out at 306.9 kJ/mol. The value obtained for the gap between HOMO and LUMO is 0.2885 hartree. The structure (SMILES) is CCOc1ccc([C@H]2/C(=C(/O)c3ccccc3)C(=O)C(=O)N2CCCN(C)C)cc1OC. The value obtained for the highest occupied orbital energy is -0.2980 Ha. The LUMO energy comes out at -0.0095 hartree.



Record 6
ORCA calculation (ωB97M-V/def2-TZVPD) on a structure of composition C16H24AsF3N3PdS5.

ORCA input file:
```
! wB97M-V def2-TZVPD RIJCOSX def2/J DEFGRID3
* xyz -1 1
Pd -1.1578 0.7260 -1.1663
S -4.9071 -1.7029 -2.4835
As -3.4891 -0.8148 -1.1409
S -3.4535 1.3622 -1.5120
S -0.9427 -0.9402 -2.9577
S -4.5063 -1.0329 0.7763
F 2.9440 4.7089 -2.7596
C 2.6980 4.3524 -1.4807
F 1.6660 5.0868 -1.0663
F 3.7641 4.8171 -0.7801
C 2.5581 2.8732 -1.3136
C 3.7185 2.1399 -1.1633
C 3.6414 0.7692 -0.9587
C 2.3815 0.2028 -0.8729
N 1.2612 0.8759 -1.0490
C 1.3072 2.2035 -1.3242
S -0.1670 2.9572 -1.6704
H 4.6740 2.6437 -1.1828
H 4.5323 0.1713 -0.8635
H 2.2798 -0.8527 -0.6497
C 0.3696 1.4829 1.9005
C 0.2808 1.3393 3.4410
N -0.9970 0.7528 3.8104
C -2.0832 1.6194 3.3712
C -1.9816 1.8810 1.8506
N -0.8971 1.0630 1.2956
C -1.1339 -0.3484 1.6264
C -1.1273 -0.5418 3.1586
H 1.1645 0.8494 1.4965
H 0.5695 2.5164 1.6063
H 0.3728 2.3064 3.9425
H 1.0712 0.6836 3.8194
H -2.0249 2.5490 3.9416
H -3.0223 1.1230 3.6217
H -1.7562 2.9283 1.6332
H -2.9164 1.6218 1.3427
H -0.3551 -0.9469 1.1345
H -2.1179 -0.6333 1.2386
H -0.2899 -1.1658 3.4805
H -2.0583 -1.0047 3.4937
C -0.9529 -3.9803 -0.9838
C -0.3268 -3.6042 -2.3235
C 0.8067 -4.5743 -2.6608
C 0.2125 -2.1700 -2.2654
H -1.4253 -4.9570 -1.0347
H -1.7187 -3.2579 -0.6945
H -0.1840 -4.0108 -0.2111
H -1.0920 -3.6600 -3.1054
H 1.6243 -4.4467 -1.9515
H 1.1897 -4.4060 -3.6649
H 0.4564 -5.6034 -2.6003
H 0.4174 -1.8762 -1.2311
H 1.1237 -2.0727 -2.8585
*
```

The relative energy (zero: lowest compared OMol25 entry of this formula, charge and spin) comes out at 223.4 kJ/mol. The value obtained for the gap between HOMO and LUMO (spin up / spin down) is 0.1971 / 0.1909 hartree. The value obtained for the highest occupied orbital energy (spin up / spin down) is -0.1701 / -0.1709 Ha. The LUMO energy (spin up / spin down) comes out at 0.0270 / 0.0200 hartree.